[1]
{"formula": "C25H32N3P2S2Y", "method": "the ωB97M-V functional and the def2-TZVPD basis", "symbols": ["Y", "C", "P", "C", "N", "C", "C", "C", "C", "C", "C", "N", "C", "P", "C", "C", "C", "C", "C", "C", "C", "C", "C", "H", "H", "H", "H", "H", "H", "H", "H", "H", "H", "H", "H", "H", "H", "H", "H", "H", "H", "H", "H", "H", "H", "H", "H", "H", "H", "H", "H", "S", "C", "N", "C", "C", "C", "C", "C", "C", "S", "H", "H", "H", "H"], "coordinates": [[-0.40, 0.46, 2.32], [-2.75, -2.32, -0.04], [-1.20, -1.75, 0.73], [-0.08, -1.60, -0.71], [-0.55, -2.16, -1.79], [0.12, -2.04, -2.95], [-0.40, -2.59, -4.14], [0.27, -2.38, -5.32], [1.46, -1.63, -5.36], [2.00, -1.09, -4.22], [1.34, -1.28, -2.99], [1.81, -0.74, -1.86], [1.15, -0.87, -0.74], [1.91, 0.00, 0.69], [3.56, -0.79, 0.75], [2.22, 1.76, 0.11], [3.24, 1.85, -1.02], [0.87, 2.32, -0.34], [2.71, 2.52, 1.35], [-0.54, -3.22, 1.73], [-1.66, -3.59, 2.71], [0.69, -2.76, 2.51], [-0.16, -4.38, 0.83], [-2.58, -3.27, -0.54], [-3.07, -1.58, -0.77], [-3.52, -2.43, 0.73], [-1.31, -3.16, -4.10], [-0.13, -2.79, -6.24], [1.95, -1.48, -6.31], [2.91, -0.51, -4.24], [3.98, -0.79, -0.26], [3.49, -1.82, 1.11], [4.20, -0.23, 1.43], [2.91, 1.30, -1.89], [4.21, 1.48, -0.71], [3.37, 2.90, -1.31], [0.47, 1.75, -1.18], [0.98, 3.35, -0.67], [0.14, 2.30, 0.49], [3.70, 2.18, 1.65], [2.02, 2.40, 2.20], [2.79, 3.58, 1.13], [-2.06, -2.70, 3.21], [-1.28, -4.27, 3.47], [-2.47, -4.10, 2.20], [0.45, -1.91, 3.20], [1.49, -2.46, 1.83], [1.07, -3.57, 3.13], [-0.99, -4.70, 0.20], [0.13, -5.24, 1.43], [0.68, -4.13, 0.18], [-1.13, 1.65, 4.67], [-1.88, 2.67, 3.51], [-1.84, 2.33, 2.22], [-2.44, 3.28, 1.43], [-2.57, 3.24, 0.04], [-3.15, 4.32, -0.60], [-3.61, 5.42, 0.12], [-3.51, 5.47, 1.50], [-2.93, 4.39, 2.15], [-2.65, 4.17, 3.86], [-2.23, 2.37, -0.51], [-3.25, 4.31, -1.67], [-4.05, 6.25, -0.40], [-3.88, 6.31, 2.06]], "mulliken_charge": [0.6991, -1.3632, 0.7565, 0.2172, -0.2930, 0.4272, -0.6299, -0.5511, -0.5930, -0.6519, 0.3123, -0.0080, 0.0286, 0.4271, -1.5863, 1.7665, -1.6919, -1.4501, -1.6880, 1.6096, -1.7979, -1.6155, -1.7695, 0.4150, 0.4413, 0.4491, 0.4972, 0.4310, 0.4333, 0.5108, 0.4398, 0.4300, 0.4230, 0.2864, 0.3811, 0.5164, 0.3365, 0.6201, 0.0835, 0.4089, 0.2865, 0.4914, 0.3558, 0.4838, 0.4103, 0.3132, 0.2555, 0.6136, 0.3773, 0.5049, 0.3535, -0.4636, 0.5992, -0.2330, -0.1723, -0.1890, -0.8158, -0.5532, -0.4767, 0.6919, -0.1376, 0.3982, 0.4172, 0.4103, 0.4204], "de_lowest_kcal_mol": 15.5, "gap_ev": 6.824, "total_charge": 2, "energy_ev": -72194.73522, "spin_multiplicity": 1, "e_lumo_ev": -6.82}

[2]
{"formula": "C5H14", "method": "the ωB97M-V functional and the def2-TZVPD basis", "symbols": ["C", "C", "C", "H", "H", "H", "H", "H", "H", "H", "H", "C", "C", "H", "H", "H", "H", "H", "H"], "coordinates": [[1.51, -0.56, 0.54], [1.71, -0.67, -0.99], [1.98, 0.69, -1.66], [2.16, -1.26, 1.07], [1.92, 0.39, 0.90], [0.46, -0.61, 0.81], [2.39, -1.46, -1.27], [0.74, -1.03, -1.36], [2.41, 1.36, -0.92], [2.60, 0.67, -2.55], [1.02, 1.11, -1.95], [-2.23, -0.18, 1.58], [-2.49, 0.52, 0.27], [-1.75, -1.14, 1.41], [-1.57, 0.39, 2.23], [-3.09, -0.32, 2.21], [-2.99, 1.49, 0.37], [-1.59, 0.65, -0.33], [-3.20, -0.02, -0.34]], "mulliken_charge": [-0.5996, -0.3401, -1.0367, 0.3318, 0.2995, -0.1836, 0.3877, 0.2752, 0.2835, 0.3175, 0.2520, -0.9234, -0.6149, 0.2550, 0.2782, 0.3534, 0.2934, 0.1015, 0.2695], "de_lowest_kcal_mol": 9.4, "smiles": "CCC.CC", "gap_ev": 12.391, "total_charge": 0, "energy_ev": -5411.64042, "spin_multiplicity": 1, "e_lumo_ev": 1.14}

[3]
{"formula": "C4H17NO3", "method": "the ωB97M-V functional and the def2-TZVPD basis", "symbols": ["C", "C", "N", "C", "C", "H", "H", "H", "H", "H", "H", "H", "H", "H", "H", "H", "O", "H", "H", "O", "H", "H", "O", "H", "H"], "coordinates": [[-2.36, -0.50, -0.73], [-1.01, -1.07, -1.26], [-0.04, 0.11, -1.26], [1.40, -0.20, -1.33], [2.10, 1.09, -0.79], [-2.84, -1.08, 0.08], [-3.17, -0.53, -1.47], [-2.39, 0.49, -0.32], [-0.51, -1.81, -0.62], [-1.03, -1.53, -2.27], [-0.32, 0.71, -2.13], [1.52, -1.01, -0.60], [1.80, -0.42, -2.31], [3.03, 1.21, -1.41], [1.52, 1.99, -1.10], [2.25, 1.05, 0.29], [0.66, -2.15, 1.66], [1.08, -2.46, 2.46], [0.11, -1.41, 1.99], [-0.75, 1.94, 0.90], [-0.59, 1.22, 0.25], [0.10, 2.41, 0.96], [-0.23, 0.30, 2.98], [0.17, 0.73, 3.74], [-0.47, 0.93, 2.27]], "mulliken_charge": [-1.1596, -0.2922, -0.4350, -0.3772, -1.0496, 0.3002, 0.3047, 0.3362, 0.2442, 0.3942, 0.2161, 0.2529, 0.3907, 0.3465, 0.2670, 0.2216, -0.6057, 0.2681, 0.3422, -0.7924, 0.4706, 0.3226, -0.6801, 0.2649, 0.4491], "de_lowest_kcal_mol": 18.1, "smiles": "CCNCC.O.O.O", "gap_ev": 10.094, "total_charge": 0, "energy_ev": -12055.96291, "spin_multiplicity": 1, "e_lumo_ev": 0.77}

[4]
{"formula": "C4H15N2O4", "method": "the ωB97M-V functional and the def2-TZVPD basis", "symbols": ["N", "C", "C", "N", "C", "C", "O", "O", "H", "H", "H", "H", "H", "H", "H", "H", "H", "H", "H", "H", "H", "O", "H", "H", "O"], "coordinates": [[0.60, 1.52, 0.79], [0.97, 0.32, 1.61], [1.82, -0.66, 0.80], [1.20, -1.05, -0.47], [0.20, -2.15, -0.37], [-1.20, -1.59, -0.46], [-1.81, -2.02, -1.57], [-1.73, -0.84, 0.33], [1.28, 2.27, 0.90], [0.53, 1.22, -0.20], [-0.37, 1.89, 1.07], [0.08, -0.16, 2.01], [1.55, 0.66, 2.46], [2.07, -1.53, 1.42], [2.77, -0.15, 0.58], [1.92, -1.33, -1.11], [0.36, -2.85, -1.19], [0.32, -2.70, 0.56], [-2.75, -1.82, -1.65], [-1.89, 2.49, -0.26], [-2.45, 1.65, 0.83], [-1.88, 2.41, 0.69], [-0.36, 2.12, -2.71], [-0.71, 0.70, -2.16], [-0.52, 1.62, -1.89]], "mulliken_charge": [-0.1106, -0.5912, -0.7907, -0.2948, -0.5348, 0.4758, -0.4542, -0.5095, 0.3592, 0.2966, 0.3038, 0.2962, 0.4272, 0.3889, 0.4296, 0.2505, 0.4143, 0.2957, 0.3826, 0.3462, 0.3417, -0.6967, 0.2988, 0.2957, -0.6204], "de_lowest_kcal_mol": 0.0, "gap_ev": 10.753, "total_charge": 1, "energy_ev": -15556.35682, "spin_multiplicity": 1, "e_lumo_ev": -2.76}

[5]
{"formula": "C14H18ClRhZn", "method": "the ωB97M-V functional and the def2-TZVPD basis", "symbols": ["Rh", "Cl", "C", "C", "H", "H", "H", "H", "H", "H", "Zn", "C", "C", "H", "H", "H", "H", "H", "C", "C", "C", "C", "C", "C", "C", "C", "C", "C", "H", "H", "H", "H", "H", "H", "H"], "coordinates": [[0.21, -4.68, -1.01], [-0.62, -3.64, 0.64], [2.06, -5.27, -0.83], [-0.97, -4.94, -2.56], [2.43, -5.80, -1.72], [2.73, -4.42, -0.64], [2.17, -5.95, 0.03], [-0.48, -5.48, -3.37], [-1.31, -3.97, -2.95], [-1.87, -5.49, -2.27], [0.00, 0.00, 0.00], [1.17, -0.79, 1.56], [0.84, 1.10, -1.26], [2.00, -1.38, 1.13], [1.63, 0.02, 2.14], [0.61, -1.44, 2.25], [0.34, 1.54, -2.13], [1.91, 1.36, -1.23], [-4.06, 3.67, 1.38], [-3.99, 2.41, 0.77], [-2.76, 1.76, 0.63], [-1.59, 2.37, 1.10], [-0.34, 1.75, 0.93], [0.81, 2.42, 1.38], [0.74, 3.67, 2.00], [-0.50, 4.28, 2.17], [-1.66, 3.65, 1.71], [-2.90, 4.28, 1.85], [-5.01, 4.17, 1.48], [-4.89, 1.94, 0.40], [-2.72, 0.79, 0.15], [1.79, 1.99, 1.23], [1.64, 4.16, 2.33], [-0.54, 5.26, 2.64], [-2.97, 5.26, 2.31]], "mulliken_spin": [2.3987, 0.2471, 0.1157, 0.1056, 0.0460, 0.0100, 0.0008, 0.0501, 0.0145, 0.0002, -0.0352, 0.0235, 0.9593, 0.0053, -0.0047, 0.0041, -0.0026, 0.0074, -0.0121, 0.0220, -0.0077, 0.0218, -0.0201, 0.0310, -0.0203, 0.0469, -0.0240, 0.0075, -0.0012, 0.0018, 0.0000, 0.0029, 0.0005, 0.0038, 0.0010], "de_lowest_kcal_mol": 0.0, "gap_ev": [4.598, 5.966], "total_charge": -2, "energy_ev": -78750.70993, "spin_multiplicity": 5, "e_lumo_ev": [4.92, 4.91]}

[6]
{"formula": "C2H2FLiORb", "method": "the ωB97M-V functional and the def2-TZVPD basis", "symbols": ["H", "C", "C", "O", "Rb", "Li", "F", "H"], "coordinates": [[0.55, 0.47, 1.59], [-0.32, -1.11, -0.27], [-0.36, -0.01, 0.48], [0.78, 0.76, 0.48], [-2.48, 2.85, 0.10], [2.05, 0.11, -0.75], [0.92, -1.46, -0.87], [-1.15, -1.62, -0.76]], "mulliken_charge": [0.4772, -0.2850, -0.4248, -0.5218, 0.9164, 0.9023, -0.3734, 0.3091], "gap_ev": 7.163, "total_charge": 1, "energy_ev": -7723.17095, "spin_multiplicity": 1, "e_lumo_ev": -3.74}

[7]
{"formula": "C29H43Cl7N3O4SiSm", "method": "the ωB97M-V functional and the def2-TZVPD basis", "symbols": ["C", "C", "H", "H", "H", "C", "C", "H", "H", "H", "H", "Sm", "Cl", "C", "O", "N", "C", "C", "H", "H", "H", "H", "H", "H", "H", "H", "H", "C", "C", "N", "H", "C", "O", "H", "H", "H", "H", "H", "H", "C", "C", "N", "H", "C", "O", "H", "H", "H", "H", "O", "C", "C", "C", "H", "C", "H", "C", "H", "C", "C", "H", "H", "H", "Si", "Cl", "C", "C", "C", "H", "H", "H", "H", "H", "H", "H", "H", "H", "Cl", "C", "C", "C", "Cl", "C", "Cl", "C", "Cl", "C", "Cl"], "coordinates": [[2.95, -2.52, -1.86], [2.36, -1.77, -3.01], [2.50, -3.53, -1.78], [2.81, -1.99, -0.91], [4.03, -2.66, -2.05], [2.56, -2.26, -4.27], [2.93, -3.65, -4.64], [2.54, -1.60, -5.14], [2.35, -4.39, -4.07], [4.01, -3.85, -4.52], [2.69, -3.80, -5.70], [0.89, -0.06, 1.06], [2.92, 1.06, -0.10], [-0.39, 2.77, 0.46], [-0.58, 1.52, 0.56], [-1.41, 3.61, 0.40], [-2.78, 3.10, 0.56], [-1.18, 5.02, 0.06], [0.63, 3.18, 0.43], [-2.93, 2.63, 1.55], [-3.02, 2.36, -0.22], [-3.46, 3.95, 0.48], [-0.45, 5.46, 0.75], [-2.14, 5.55, 0.14], [-0.79, 5.08, -0.97], [-2.62, 1.85, 4.69], [-0.88, 0.89, 7.09], [-2.74, 0.76, 4.85], [-1.12, -0.05, 6.59], [-1.45, 0.14, 5.17], [-3.14, 0.31, 3.94], [-0.54, -0.14, 4.22], [-0.72, -0.06, 2.97], [-0.25, -0.72, 6.64], [0.45, -0.45, 4.62], [-3.41, 0.58, 5.69], [-1.97, -0.51, 7.12], [-1.10, -5.09, 3.79], [-0.37, -4.68, -0.10], [-1.74, -4.72, 2.98], [-1.27, -4.66, 0.53], [-0.96, -4.16, 1.87], [-2.43, -3.97, 3.40], [-0.12, -3.15, 2.05], [0.33, -2.38, 1.13], [-2.04, -4.03, 0.06], [0.19, -2.97, 3.09], [-2.32, -5.56, 2.59], [-1.65, -5.68, 0.67], [0.60, -0.44, -1.75], [1.68, -0.45, -2.74], [0.64, -0.31, -5.08], [1.33, 0.30, -4.03], [0.43, -1.38, -5.02], [0.24, 0.45, -6.19], [2.41, 0.19, -2.23], [1.74, 1.63, -4.13], [-0.37, -0.03, -6.95], [0.67, 1.77, -6.30], [1.42, 2.37, -5.27], [2.32, 2.04, -3.29], [0.41, 2.31, -7.21], [1.75, 3.40, -5.37], [-1.19, -0.67, -2.51], [-0.69, -2.66, -3.15], [-2.36, -0.71, -4.10], [-1.41, 1.31, -2.73], [-2.14, -0.86, -0.87], [-2.70, 0.26, -4.48], [-3.25, -1.27, -3.78], [-1.94, -1.23, -4.95], [-1.51, -1.33, -0.11], [-3.00, -1.52, -1.03], [-2.51, 0.10, -0.48], [-0.98, 1.69, -3.68], [-0.97, 1.95, -1.95], [-2.47, 1.60, -2.76], [2.90, -0.54, 3.15], [2.64, 1.12, 3.69], [1.55, 1.80, 3.22], [1.10, 2.93, 3.85], [-0.50, 3.57, 3.53], [1.91, 3.55, 4.84], [1.33, 4.93, 5.69], [3.15, 2.96, 5.20], [4.14, 3.72, 6.35], [3.52, 1.73, 4.62], [4.93, 0.91, 5.12]], "mulliken_spin": [-0.0009, -0.0007, 0.0002, 0.0012, -0.0001, 0.0001, 0.0000, 0.0000, 0.0000, 0.0000, 0.0000, 5.0321, -0.0143, 0.0051, 0.0022, 0.0006, 0.0002, 0.0000, -0.0015, 0.0001, -0.0001, 0.0001, 0.0000, 0.0000, 0.0000, 0.0000, 0.0000, 0.0001, 0.0000, 0.0004, 0.0000, -0.0022, -0.0079, 0.0000, -0.0005, 0.0000, 0.0000, 0.0000, -0.0001, -0.0001, 0.0000, 0.0004, 0.0000, -0.0005, 0.0017, 0.0001, 0.0002, 0.0000, 0.0000, -0.0082, -0.0017, -0.0001, 0.0005, 0.0000, 0.0000, 0.0000, 0.0001, 0.0000, 0.0000, 0.0000, -0.0002, 0.0000, 0.0000, 0.0000, -0.0001, 0.0001, 0.0002, 0.0008, 0.0000, 0.0000, 0.0000, 0.0010, 0.0000, 0.0004, -0.0001, 0.0001, 0.0000, -0.0018, 0.0121, -0.0108, -0.0085, -0.0002, -0.0010, -0.0002, 0.0006, 0.0001, 0.0012, -0.0002], "de_lowest_kcal_mol": 34.6, "gap_ev": [6.462, 6.600], "total_charge": 0, "energy_ev": -156872.58158, "spin_multiplicity": 6, "e_lumo_ev": [-0.44, -0.31]}

[8]
{"formula": "C5H8N2", "method": "the ωB97M-V functional and the def2-TZVPD basis", "symbols": ["C", "C", "N", "C", "C", "N", "C", "H", "H", "H", "H", "H", "H", "H", "H"], "coordinates": [[-2.05, -0.28, -0.43], [-1.15, -0.07, 0.73], [0.15, 0.12, 0.55], [0.86, -0.43, -0.63], [2.24, 0.13, -0.44], [2.31, 0.81, 0.66], [1.08, 0.80, 1.26], [-3.11, -0.38, -0.16], [-2.01, 0.58, -1.12], [-1.77, -1.18, -0.99], [0.34, -0.09, -1.52], [-1.57, 0.19, 1.69], [0.83, -1.52, -0.60], [3.05, -0.02, -1.14], [0.80, 1.33, 2.16]], "mulliken_charge": [-1.1194, -0.0722, 0.0998, -0.5468, -0.2023, -0.5561, -0.3084, 0.3149, 0.2936, 0.2923, 0.3617, 0.3728, 0.3050, 0.3837, 0.3812], "de_lowest_kcal_mol": 63.6, "gap_ev": [7.231, 7.162], "total_charge": 0, "energy_ev": -8292.23802, "spin_multiplicity": 1, "e_lumo_ev": [0.70, 0.75]}

[9]
{"formula": "C7H10N3O", "method": "the ωB97M-V functional and the def2-TZVPD basis", "symbols": ["C", "C", "C", "C", "C", "C", "C", "N", "N", "N", "O", "H", "H", "H", "H", "H", "H", "H", "H", "H", "H"], "coordinates": [[0.13, 0.43, 1.48], [0.54, 0.78, -0.95], [-0.93, -0.32, 1.17], [-0.70, 0.12, -1.16], [0.99, 0.84, 0.39], [3.22, -0.82, -0.54], [-2.54, -1.21, -0.45], [-1.29, -0.50, -0.12], [4.19, -0.71, 0.12], [2.18, 1.37, 0.68], [2.36, -0.73, -1.30], [0.42, 0.50, 2.53], [1.25, 1.17, -1.61], [-1.66, -0.62, 1.86], [-1.04, 0.00, -2.11], [-2.29, -2.08, -1.10], [-3.12, -1.40, 0.49], [-3.16, -0.44, -1.02], [2.63, 1.73, -0.10], [4.79, -1.37, 0.45], [2.53, 1.56, 1.71]], "mulliken_charge": [-0.9828, -0.4081, -0.1280, -0.3596, 1.0203, 0.5667, -0.8843, 0.0396, -0.3869, -0.4879, -0.4004, 0.3056, 0.4938, 0.3598, 0.5333, 0.3207, 0.2761, 0.3639, 0.2328, 0.2725, 0.2529], "de_lowest_kcal_mol": 25.6, "gap_ev": [9.377, 9.377], "total_charge": 1, "energy_ev": -13931.84218, "spin_multiplicity": 1, "e_lumo_ev": [-3.49, -3.50]}

[10]
{"formula": "C5H8O2", "method": "the ωB97M-V functional and the def2-TZVPD basis", "symbols": ["O", "C", "C", "C", "C", "O", "C", "H", "H", "H", "H", "H", "H", "H", "H"], "coordinates": [[2.39, -0.12, -0.84], [1.44, -0.34, 0.16], [0.49, 0.82, 0.53], [-0.70, -0.12, 0.37], [-2.80, 0.77, 0.12], [-1.70, 0.44, -0.50], [0.21, -1.22, -0.20], [1.92, 0.18, -1.63], [2.00, -0.72, 1.02], [0.49, 1.60, -0.24], [0.61, 1.29, 1.51], [-1.23, -0.38, 1.29], [-3.35, 1.35, -0.65], [0.10, -1.38, -1.28], [0.13, -2.18, 0.31]], "mulliken_charge": [-0.5536, 0.1755, -1.0583, 0.5682, -0.3842, -0.2756, -1.0545, 0.3326, 0.3871, 0.3072, 0.2449, 0.5847, 0.2196, 0.2813, 0.2249], "de_lowest_kcal_mol": 95.8, "gap_ev": 9.538, "total_charge": 0, "energy_ev": -9405.67965, "spin_multiplicity": 1, "e_lumo_ev": 0.77}

[11]
{"formula": "C4H5NOS2", "method": "the ωB97M-V functional and the def2-TZVPD basis", "symbols": ["O", "C", "S", "C", "N", "C", "C", "S", "H", "H", "H", "H", "H"], "coordinates": [[1.70, -0.44, 1.70], [1.48, -0.39, 0.39], [2.34, -1.34, -0.61], [0.60, 0.74, -0.14], [-0.59, 1.19, 0.58], [-0.72, 0.54, -0.74], [-1.46, -0.77, -0.79], [-1.57, -1.77, 0.55], [0.76, 0.08, 1.98], [1.25, 1.46, -0.69], [-0.80, 0.45, 1.23], [-0.92, 1.16, -1.68], [-2.07, -0.90, -1.79]], "mulliken_charge": [-0.4477, 0.0641, -0.2715, 0.0768, -0.7299, 0.1178, -0.1842, -0.2149, 0.4317, 0.3642, 0.2000, 0.3373, 0.2563], "de_lowest_kcal_mol": 73.8, "smiles": "OC(=S)[C@@H]1N[C@@H]1C=S", "gap_ev": 7.724, "total_charge": 0, "energy_ev": -29433.89545, "spin_multiplicity": 1, "e_lumo_ev": -1.17}

[12]
{"formula": "C2H3NOS2", "method": "the ωB97M-V functional and the def2-TZVPD basis", "symbols": ["O", "N", "C", "S", "C", "S", "H", "H", "H"], "coordinates": [[0.48, -0.57, -1.41], [0.03, -0.09, -0.15], [-0.47, 1.19, -0.35], [-1.19, 2.16, 0.82], [0.45, -0.80, 0.98], [-0.04, -0.64, 2.56], [-0.22, -1.25, -1.76], [-0.41, 1.55, -1.37], [1.37, -1.55, 0.68]], "mulliken_charge": [-0.4324, 0.1510, -0.1858, -0.2129, -0.1199, -0.1808, 0.3607, 0.3533, 0.2668], "de_lowest_kcal_mol": 78.3, "smiles": "ON(C=S)C=S", "gap_ev": 7.407, "total_charge": 0, "energy_ev": -27327.37952, "spin_multiplicity": 1, "e_lumo_ev": -0.96}